C31H28As2AuINOS5 | ωB97M-V/def2-TZVPD

Positions of all 70 atoms, in Å:
Au 0.760 0.735 0.410
C -2.656 0.736 0.622
C -2.550 0.503 -0.896
As -0.747 0.846 -1.559
C -0.878 2.484 -2.564
C -0.685 2.528 -3.938
C -0.848 3.729 -4.617
C -1.214 4.877 -3.928
C -1.422 4.829 -2.554
C -1.250 3.636 -1.868
C -0.328 -0.527 -2.834
C 0.936 -0.493 -3.422
C 1.316 -1.486 -4.313
C 0.437 -2.521 -4.611
C -0.821 -2.555 -4.026
C -1.209 -1.557 -3.140
As -3.281 -0.794 1.737
C -4.360 -1.670 0.359
C -4.051 -2.892 -0.234
C -4.876 -3.421 -1.224
C -6.008 -2.732 -1.634
C -6.332 -1.520 -1.034
C -5.516 -0.999 -0.041
C -1.625 -1.845 1.642
C -1.120 -2.363 2.830
C 0.034 -3.145 2.833
C 0.693 -3.424 1.645
C 0.207 -2.910 0.448
C -0.942 -2.125 0.449
H -3.284 1.597 0.844
H -1.684 0.965 1.065
H -3.243 1.121 -1.462
H -2.780 -0.528 -1.152
H -0.416 1.634 -4.485
H -0.697 3.763 -5.687
H -1.346 5.808 -4.463
H -1.728 5.721 -2.021
H -1.399 3.597 -0.796
H 1.624 0.312 -3.190
H 2.297 -1.453 -4.771
H 0.731 -3.298 -5.303
H -1.508 -3.357 -4.262
H -2.201 -1.598 -2.708
H -3.185 -3.456 0.087
H -4.633 -4.379 -1.667
H -6.647 -3.145 -2.404
H -7.225 -0.987 -1.334
H -5.786 -0.059 0.431
H -1.638 -2.167 3.761
H 0.404 -3.548 3.767
H 1.578 -4.050 1.648
H 0.707 -3.126 -0.489
H -1.337 -1.792 -0.501
S 6.796 -2.435 2.868
C 5.460 -1.720 2.318
S 5.112 -1.528 0.621
C 3.592 -0.720 0.790
C 3.152 -0.510 2.103
S 1.738 0.293 2.551
S 4.199 -1.105 3.348
S 2.777 -0.236 -0.610
N 1.551 4.791 -0.271
C 1.317 3.997 0.778
O 0.321 3.269 0.837
C 2.261 4.048 1.955
I 4.324 4.333 1.500
H 0.921 4.760 -1.057
H 2.384 5.352 -0.331
H 2.187 3.114 2.497
H 1.961 4.859 2.615

* electronic energy: -223779.6274 eV
* 2S+1: 3
* total charge: +1
* E_HOMO (spin up / spin down): -10.6 / -10.9 eV

***

C31H28AsCuN2O2PS | ωB97M-V/def2-TZVPD

Positions of all 67 atoms, in Å:
Cu 0.235 0.027 -0.359
C -1.285 -2.894 -1.339
C -0.725 -3.376 -0.002
As -0.493 -5.321 0.235
C -2.298 -5.897 -0.240
C -2.512 -7.172 -0.760
C -3.797 -7.626 -1.020
C -4.892 -6.811 -0.756
C -4.689 -5.543 -0.229
C -3.401 -5.092 0.030
C 0.441 -5.727 -1.439
C -0.160 -5.726 -2.697
C 0.593 -5.955 -3.839
C 1.958 -6.190 -3.740
C 2.565 -6.201 -2.494
C 1.807 -5.974 -1.352
P -1.589 -1.083 -1.218
C -3.148 -1.101 -0.232
C -4.320 -1.710 -0.687
C -5.453 -1.744 0.111
C -5.429 -1.172 1.378
C -4.276 -0.554 1.834
C -3.141 -0.511 1.030
C -2.187 -0.631 -2.877
C -2.161 0.721 -3.212
C -2.607 1.141 -4.458
C -3.069 0.214 -5.384
C -3.078 -1.137 -5.062
C -2.638 -1.558 -3.815
H -2.206 -3.423 -1.594
H -0.560 -3.034 -2.139
H -1.354 -3.051 0.830
H 0.259 -2.933 0.179
H -1.664 -7.813 -0.975
H -3.945 -8.617 -1.431
H -5.894 -7.163 -0.962
H -5.531 -4.894 -0.022
H -3.268 -4.095 0.431
H -1.224 -5.542 -2.787
H 0.116 -5.936 -4.811
H 2.546 -6.358 -4.633
H 3.629 -6.383 -2.408
H 2.287 -5.984 -0.379
H -4.348 -2.150 -1.680
H -6.359 -2.211 -0.257
H -6.314 -1.198 2.002
H -4.258 -0.091 2.813
H -2.245 0.000 1.367
H -1.784 1.457 -2.507
H -2.579 2.195 -4.702
H -3.408 0.541 -6.359
H -3.421 -1.866 -5.786
H -2.631 -2.619 -3.585
O 1.053 -1.465 -2.994
C 1.926 -1.523 -2.137
C 3.263 -2.233 -2.347
C 3.997 -2.016 -1.032
C 2.970 -1.295 -0.154
O 3.149 -1.044 1.021
N 1.840 -1.009 -0.876
H 3.759 -1.804 -3.217
H 3.059 -3.279 -2.570
H 4.872 -1.372 -1.125
H 4.318 -2.932 -0.534
S -0.100 2.002 0.829
C -0.776 2.944 -0.373
N -1.261 3.605 -1.195

* electronic energy: -165283.8215 eV
* total charge: -1
* E_HOMO: -4.7 eV

***

C31H28CdN5O10 | ωB97M-V/def2-TZVPD

Positions of all 75 atoms, in Å:
Cd -0.135 0.734 -0.490
C 2.399 1.519 -4.204
C 1.570 1.911 -2.985
O 0.510 1.242 -2.800
C 2.061 2.947 -2.200
C 1.425 3.490 -1.045
C 1.915 4.816 -0.522
N 0.420 2.892 -0.477
N -0.223 3.609 0.535
C -1.313 3.002 0.911
O -1.793 1.892 0.479
C -2.113 3.691 1.975
C -1.560 4.677 2.786
C -2.318 5.274 3.782
C -3.642 4.899 3.977
C -4.199 3.914 3.171
C -3.436 3.309 2.182
H 1.779 0.937 -4.887
H 3.249 0.905 -3.894
H 2.797 2.391 -4.726
H 2.972 3.430 -2.531
H 2.852 5.090 -1.006
H 2.049 4.767 0.558
H 1.172 5.593 -0.710
H -0.529 4.958 2.621
H -1.874 6.034 4.414
H -4.234 5.368 4.754
H -5.230 3.615 3.317
H -3.841 2.523 1.557
O 3.795 -1.741 -1.531
C 2.639 -1.046 -1.484
O 2.517 0.010 -0.938
C 1.553 -1.712 -2.282
C 1.861 -2.624 -3.283
C 0.833 -3.104 -4.073
C -0.455 -2.670 -3.820
C -0.663 -1.780 -2.771
N 0.318 -1.310 -2.018
C -2.031 -1.217 -2.482
O -3.072 -2.028 -2.798
O -2.215 -0.115 -2.068
H 4.408 -1.272 -0.943
H 2.887 -2.917 -3.443
H 1.034 -3.787 -4.887
H -1.275 -2.987 -4.451
H -2.751 -2.922 -2.972
O 2.167 -0.584 3.242
C 1.697 -0.792 2.120
O 0.991 0.001 1.432
C 2.016 -2.146 1.486
C 3.247 -2.749 1.722
C 3.606 -3.957 1.115
C 2.670 -4.536 0.294
O 2.772 -5.704 -0.435
C 1.518 -5.860 -1.090
O 0.701 -4.736 -0.792
C 1.437 -3.958 0.086
C 1.075 -2.766 0.657
H 3.927 -2.251 2.401
H 4.571 -4.417 1.279
H 1.031 -6.771 -0.728
H 1.680 -5.913 -2.172
H 0.115 -2.298 0.483
C -3.126 0.121 4.072
N -2.893 -0.493 2.781
C -3.811 -1.131 1.982
C -3.144 -1.448 0.837
N -1.844 -1.008 0.910
C -1.738 -0.440 2.091
H -4.090 -0.213 4.452
H -3.133 1.208 3.982
H -2.347 -0.176 4.773
H -4.828 -1.288 2.295
H -3.537 -1.934 -0.039
H -0.844 0.026 2.469

* electronic energy: -65094.3057 eV
* total charge: -1
* E_HOMO: -3.5 eV

***

C31H28Cl3N8O4SeTi | ωB97M-V/def2-TZVPD

Positions of all 76 atoms, in Å:
Ti -0.184 -0.051 0.358
O -2.922 1.975 -1.992
C -2.220 1.578 -1.112
N -1.079 0.752 -1.249
C -0.849 0.163 -2.500
O -1.584 0.130 -3.449
C 0.443 -0.595 -2.487
C 1.123 -0.942 -3.630
C 2.324 -1.630 -3.495
C 2.773 -1.963 -2.223
C 2.023 -1.592 -1.124
N 0.869 -0.915 -1.254
C -2.498 1.849 0.331
C -3.447 2.754 0.745
C -3.635 2.929 2.110
C -2.873 2.180 2.998
C -1.944 1.286 2.502
N -1.754 1.122 1.181
H 0.727 -0.648 -4.593
H 2.907 -1.893 -4.368
H 3.707 -2.488 -2.078
H 2.356 -1.821 -0.121
H -4.009 3.304 0.002
H -4.363 3.640 2.478
H -2.991 2.288 4.067
H -1.334 0.696 3.170
Se -0.414 -4.766 -3.331
N -1.473 -4.516 -4.696
C -2.381 -3.624 -4.334
C -3.442 -3.149 -5.147
C -4.304 -2.216 -4.623
C -4.126 -1.761 -3.317
N -3.152 -2.216 -2.537
C -2.227 -3.132 -2.992
N -1.234 -3.591 -2.276
H -3.549 -3.523 -6.158
H -5.119 -1.810 -5.204
H -4.771 -1.008 -2.877
O -3.844 -1.008 -0.792
N -2.926 -1.614 -1.146
C 0.421 3.716 0.068
C 1.856 3.315 -0.278
C 1.973 2.466 -1.546
C 2.582 2.696 0.902
C 3.683 3.375 1.411
C 4.407 2.890 2.486
C 4.034 1.696 3.080
C 2.946 0.963 2.623
C 2.618 -0.326 3.361
C 2.685 -1.584 2.496
C 1.306 -0.237 4.141
C 2.240 1.492 1.532
O 1.146 0.762 1.056
H -0.095 4.096 -0.816
H 0.417 4.503 0.823
H -0.149 2.879 0.473
H 2.387 4.243 -0.489
H 1.592 1.457 -1.394
H 3.016 2.381 -1.854
H 1.416 2.925 -2.364
H 3.974 4.309 0.948
H 5.259 3.441 2.861
H 4.601 1.317 3.921
H 3.410 -0.433 4.103
H 1.837 -1.648 1.811
H 2.654 -2.474 3.126
H 3.610 -1.617 1.918
H 0.458 -0.100 3.468
H 1.320 0.602 4.837
H 1.141 -1.150 4.716
Cl 0.115 -4.692 3.300
C -1.322 -3.687 3.214
Cl -1.742 -2.994 4.775
Cl -2.679 -4.533 2.482
C -0.994 -2.551 2.327
N -0.727 -1.674 1.641

* electronic energy: -178715.6042 eV
* total charge: +3
* E_HOMO: -16.1 eV

***

C31H28ClN2O | ωB97M-V/def2-TZVPD

Positions of all 63 atoms, in Å:
C -5.005 -1.157 8.783
C -3.694 -1.185 8.068
C -2.493 -1.072 8.782
C -1.279 -1.004 8.100
C -1.256 -1.034 6.697
C 0.092 -0.971 5.963
C 1.102 -0.059 6.655
C 2.466 -0.374 6.699
C 3.200 -1.513 6.119
N 3.144 0.559 7.430
C 4.587 0.616 7.558
C 2.255 1.481 7.960
C 2.549 2.407 8.951
C 1.461 3.087 9.514
C 0.148 2.779 9.112
C -0.123 1.813 8.120
C 0.937 1.109 7.528
C -0.077 -0.829 4.505
C -0.884 0.419 4.114
O -0.462 1.520 4.459
C -2.123 0.337 3.268
C -2.861 1.529 3.115
C -4.193 1.499 2.705
C -4.811 0.281 2.396
C -4.049 -0.891 2.410
C -2.702 -0.861 2.791
N 1.216 -0.766 3.686
C 1.601 -1.871 2.996
C 2.838 -1.956 2.387
C 3.724 -0.881 2.451
C 3.295 0.272 3.115
Cl 4.333 1.630 3.318
C 2.019 0.341 3.659
C -2.432 -1.350 6.019
C -3.653 -1.361 6.683
H -5.828 -1.294 8.082
H -5.039 -1.962 9.518
H -5.162 -0.220 9.324
H -2.518 -0.993 9.873
H -0.350 -0.919 8.670
H 0.495 -1.998 6.095
H 2.503 -2.312 5.854
H 3.772 -1.232 5.224
H 3.909 -1.915 6.852
H 4.844 1.387 8.282
H 4.994 -0.339 7.908
H 5.043 0.870 6.592
H 3.579 2.558 9.283
H 1.637 3.850 10.271
H -0.689 3.293 9.600
H -1.155 1.577 7.842
H -0.563 -1.741 4.161
H -2.397 2.484 3.358
H -4.765 2.425 2.665
H -5.873 0.247 2.145
H -4.516 -1.845 2.157
H -2.102 -1.772 2.752
H 0.851 -2.658 2.914
H 3.088 -2.875 1.860
H 4.719 -0.910 2.028
H 1.625 1.256 4.078
H -2.407 -1.557 4.952
H -4.568 -1.477 6.099

* electronic energy: -50145.3974 eV
* total charge: +1
* SMILES string: Cc1ccc([C@H](c2c(C)n(C)c3ccccc23)[C@@H](C(=O)c2ccccc2)[n+]2cccc(Cl)c2)cc1
* E_HOMO: -10.1 eV

***

C31H28ClNO3P2PtS | ωB97M-V/def2-TZVPD

Positions of all 68 atoms, in Å:
Pt -1.290 -0.238 -0.866
N 0.008 -2.395 0.748
P 1.093 -1.224 1.064
C 1.969 -1.661 2.476
C 2.035 -3.003 2.888
C 2.879 -3.317 3.938
C 3.609 -2.320 4.584
C 3.507 -0.988 4.196
C 2.681 -0.646 3.146
C 2.238 -0.828 -0.188
C 3.361 -1.690 -0.178
C 4.325 -1.535 -1.153
C 4.213 -0.517 -2.097
C 3.134 0.358 -2.080
C 2.147 0.219 -1.127
P -0.905 -2.266 -0.712
C 0.146 -2.921 -1.978
C 0.446 -2.204 -3.140
C 1.186 -2.818 -4.150
C 1.614 -4.123 -4.001
C 1.306 -4.846 -2.845
C 0.573 -4.253 -1.837
C -2.264 -3.386 -0.629
C -2.919 -3.617 -1.844
C -3.933 -4.556 -1.900
C -4.294 -5.257 -0.756
C -3.660 -5.010 0.454
C -2.651 -4.065 0.527
H -0.606 -2.583 1.544
H 1.480 -3.782 2.381
H 2.974 -4.349 4.252
H 4.263 -2.587 5.408
H 4.072 -0.222 4.711
H 2.590 0.395 2.846
H 3.466 -2.474 0.564
H 5.178 -2.202 -1.166
H 4.992 -0.391 -2.839
H 3.072 1.168 -2.800
H 1.352 0.934 -1.097
H 0.100 -1.193 -3.268
H 1.411 -2.272 -5.059
H 2.181 -4.598 -4.794
H 1.619 -5.877 -2.750
H 0.311 -4.826 -0.951
H -2.633 -3.077 -2.741
H -4.443 -4.742 -2.839
H -5.080 -6.000 -0.807
H -3.956 -5.551 1.346
H -2.190 -3.880 1.494
C -4.084 4.979 3.851
C -3.348 3.704 3.485
C -3.699 2.487 4.066
C -3.063 1.315 3.719
C -2.040 1.395 2.769
C -1.654 2.600 2.175
C -2.319 3.744 2.555
S -1.355 -0.058 2.273
O -0.851 -0.871 3.398
O -2.277 -0.758 1.383
O -0.054 0.271 1.390
H -4.775 4.825 4.677
H -4.650 5.342 2.993
H -3.382 5.766 4.124
H -4.494 2.458 4.803
H -3.347 0.369 4.173
H -0.849 2.643 1.446
H -2.032 4.695 2.117
Cl -1.408 0.734 -2.853

* electronic energy: -85401.8875 eV
* total charge: +2
* E_HOMO: -14.6 eV